1.
Molecular formula: C38H56Br33Cl2N3O7P
Method: DFT, ωB97M-V/def2-TZVPD

Computed properties:
Maximum force = 0.1144 Eh/bohr
Net charge = +1
LUMO energy = -2.60 eV

Each line ends with the Mulliken charge.
Cartesian coordinates (Å):
C  -2.629  -0.048  6.092  -1.18
C  -1.851  -0.071  4.684  0.88
O  -0.879  0.983  4.509  -0.23
C  -1.490  2.245  4.178  -1.08
C  -2.247  2.303  2.773  -0.21
C  -1.418  1.868  1.471  1.67
C  0.062  2.471  1.812  -0.61
C  1.053  2.632  0.594  -0.89
O  1.744  1.738  0.046  -0.30
N  1.236  4.026  0.062  0.19
C  1.424  4.020  -1.415  -0.86
C  2.502  4.521  0.720  -0.80
O  -1.203  0.413  1.638  0.05
C  -2.131  -0.400  0.934  -1.31
O  -3.494  -0.350  1.470  0.72
C  -4.205  -1.575  1.209  -0.68
C  -5.509  -1.557  2.203  0.32
C  -6.876  -1.910  1.456  -1.31
O  -5.629  -0.184  2.712  -0.55
C  -2.190  -0.163  -0.677  -0.18
C  -1.692  -1.393  -1.558  -1.37
C  -0.460  -2.249  -1.034  -0.42
C  0.804  -1.455  -0.501  0.23
O  0.963  -1.411  0.757  -0.60
N  1.723  -0.889  -1.484  0.60
C  3.147  -1.058  -1.160  0.61
C  4.028  -1.807  -2.225  -1.05
C  5.580  -1.980  -1.931  -0.72
C  6.300  -1.441  -0.675  -0.71
C  5.428  -0.716  0.386  -1.14
C  3.892  -0.541  0.091  0.03
N  -1.491  1.149  -0.907  0.18
P  -1.464  1.697  -2.635  0.85
O  -0.247  1.087  -3.342  -0.61
C  -1.979  2.257  0.046  -1.14
C  -3.475  2.612  -0.274  -0.33
Cl  -4.831  2.489  0.904  -0.01
C  -3.537  4.163  -0.826  0.37
C  -3.178  5.139  0.422  -0.81
Cl  -5.211  4.627  -1.405  -0.15
H  -2.112  0.575  6.893  0.27
H  -2.694  -1.130  6.467  0.29
H  -3.725  0.282  5.928  0.31
H  -1.254  -1.060  4.663  0.43
H  -2.624  -0.162  3.850  -0.87
H  -2.302  2.428  4.984  0.44
H  -0.729  3.097  4.350  0.24
H  -2.569  3.402  2.613  0.21
H  -3.210  1.689  2.944  -0.12
H  0.579  1.716  2.520  0.45
H  -0.015  3.517  2.296  0.51
H  2.467  3.713  -1.769  0.25
H  0.649  3.393  -1.966  0.04
H  1.256  5.109  -1.768  0.40
H  3.419  4.236  0.091  0.30
H  2.531  5.662  0.832  0.29
H  2.639  4.041  1.752  0.31
H  -1.814  -1.488  1.167  0.17
H  -4.624  -1.537  0.146  0.28
H  -3.643  -2.532  1.470  0.25
H  -5.310  -2.209  3.133  0.23
H  -7.264  -1.049  0.799  0.39
H  -7.675  -2.033  2.284  0.33
H  -6.834  -2.914  0.917  0.35
H  -6.471  0.208  2.385  0.28
H  -3.321  -0.073  -0.901  1.02
H  -2.594  -2.116  -1.623  0.37
H  -1.473  -1.137  -2.665  0.45
H  -0.152  -2.986  -1.867  0.59
H  -0.840  -2.927  -0.180  0.12
H  1.571  -1.466  -2.338  0.44
H  3.599  -2.231  -3.196  0.33
H  6.246  -2.525  -2.715  0.47
H  7.415  -1.536  -0.451  0.57
H  5.850  -0.274  1.354  0.80
H  3.303  0.019  0.906  0.30
H  -0.472  0.929  -0.746  -0.06
H  -1.331  3.131  -2.723  -0.04
H  -2.672  1.230  -3.271  0.24
H  -1.368  3.178  -0.317  0.64
H  -3.858  2.017  -1.194  0.27
H  -2.726  4.362  -1.607  0.11
H  -2.175  4.866  0.911  0.08
H  -3.063  6.238  0.086  0.43
H  -4.003  5.148  1.217  0.30
C  -0.185  3.870  -5.863  -0.30
Br  0.109  4.346  -7.719  -0.03
Br  1.149  4.656  -4.696  0.13
Br  -1.990  4.298  -5.286  -0.01
H  -0.076  2.789  -5.789  0.33
C  8.685  -5.346  -2.196  -0.47
Br  7.739  -6.613  -3.321  -0.03
Br  7.526  -3.904  -1.605  0.21
Br  9.565  -6.221  -0.706  -0.04
H  9.465  -4.898  -2.808  0.39
C  5.661  1.847  -3.539  -0.47
Br  6.804  3.277  -2.892  -0.09
Br  5.175  0.606  -2.130  0.05
Br  4.084  2.528  -4.447  -0.06
H  6.237  1.289  -4.275  0.43
C  0.145  -6.286  -1.491  -0.38
Br  -0.512  -6.348  -3.314  0.01
Br  1.554  -4.971  -1.280  0.06
Br  -1.292  -6.017  -0.215  -0.04
H  0.583  -7.259  -1.277  0.37
C  -8.909  -5.282  3.841  -0.34
Br  -7.039  -5.169  3.337  -0.01
Br  -9.295  -4.220  5.417  0.01
Br  -10.080  -4.831  2.363  -0.01
H  -9.107  -6.320  4.100  0.35
C  2.237  8.967  -5.259  -0.33
Br  1.330  7.685  -6.395  0.01
Br  1.040  10.366  -4.650  -0.04
Br  3.145  8.100  -3.779  -0.04
H  3.004  9.445  -5.866  0.35
C  5.159  -2.648  4.309  0.16
Br  5.474  -2.160  2.453  0.25
Br  6.507  -1.903  5.489  -0.04
Br  3.366  -2.189  4.885  0.04
H  5.246  -3.733  4.371  -0.27
C  2.092  -8.651  -6.190  -0.35
Br  3.253  -7.265  -5.488  0.02
Br  1.515  -9.878  -4.803  -0.01
Br  0.589  -7.907  -7.167  -0.02
H  2.679  -9.228  -6.902  0.35
C  4.280  -7.331  4.154  -0.35
Br  5.937  -6.345  3.940  -0.03
Br  4.029  -7.930  5.981  -0.01
Br  2.752  -6.326  3.508  0.03
H  4.359  -8.223  3.534  0.35
C  -2.716  7.881  -7.667  -0.34
Br  -1.861  8.143  -5.946  0.02
Br  -1.474  7.195  -8.992  -0.04
Br  -4.302  6.773  -7.525  -0.03
H  -3.042  8.860  -8.013  0.38
C  0.355  -1.991  8.577  -0.38
Br  -0.365  -0.781  9.912  -0.04
Br  0.844  -1.058  6.949  0.04
Br  1.828  -3.041  9.275  -0.04
H  -0.440  -2.689  8.319  0.39


2.
Molecular formula: C38H56Cl32F4O5
Method: DFT, ωB97M-V/def2-TZVPD

Computed properties:
Maximum force = 0.1782 Eh/bohr
LUMO energy = -2.46 eV

Each line ends with the Mulliken charge.
Cartesian coordinates (Å):
C  -1.244  4.020  3.036  -0.63
C  -2.026  2.710  2.405  1.10
O  -3.203  3.042  1.584  -0.51
C  -2.910  4.081  0.584  -0.57
C  -1.603  3.789  -0.361  0.54
C  -1.896  4.073  -1.971  -0.87
C  -0.880  5.216  -2.618  -0.13
C  0.542  4.546  -3.084  -1.16
C  1.716  4.577  -1.934  0.41
C  2.544  5.776  -1.567  0.68
C  2.258  7.210  -2.328  -0.42
O  2.458  8.355  -1.380  -0.44
C  1.185  8.470  -0.599  0.17
C  -0.140  9.311  -1.120  -0.40
C  -1.521  9.425  -0.223  -0.38
C  -1.582  8.632  1.218  -0.42
C  -0.294  7.741  1.759  -0.33
C  1.098  7.684  0.847  -0.19
C  3.724  5.579  -0.400  0.21
O  4.839  6.359  -0.421  -0.54
C  3.526  4.380  0.750  0.40
F  4.187  4.478  2.072  -0.32
C  2.682  3.204  0.406  0.16
C  2.357  1.915  1.366  -0.37
O  2.425  2.178  2.812  -0.27
C  2.356  0.928  3.590  0.87
F  1.179  0.073  3.186  -0.27
F  2.214  1.242  5.054  -0.27
F  3.560  0.063  3.475  -0.25
C  2.031  3.181  -1.134  -0.07
O  1.836  1.942  -1.657  -0.61
H  -0.475  4.407  2.211  -0.02
H  -2.020  4.842  3.344  0.31
H  -0.637  3.639  3.983  0.30
H  -2.420  2.068  3.329  -0.86
H  -1.260  2.057  1.799  0.03
H  -3.853  4.110  -0.146  0.47
H  -2.819  5.163  1.029  -0.01
H  -0.771  4.579  -0.048  -0.21
H  -1.176  2.697  -0.288  0.15
H  -2.994  4.508  -2.138  0.37
H  -1.866  3.049  -2.577  0.27
H  -1.418  5.588  -3.612  0.35
H  -0.640  6.093  -1.868  0.03
H  0.969  4.989  -4.099  0.37
H  0.335  3.394  -3.320  0.33
H  2.935  7.406  -3.263  0.32
H  1.091  7.235  -2.578  0.15
H  -0.139  9.862  -2.165  0.28
H  -2.481  10.046  -0.553  0.46
H  -2.560  8.647  1.896  0.36
H  -0.316  7.151  2.793  0.34
H  1.992  7.066  1.287  0.35
H  3.003  0.997  1.004  0.39
H  1.225  1.611  1.140  0.17
C  1.737  -1.240  -1.824  0.32
Cl  2.927  -2.122  -2.789  -0.12
Cl  0.092  -1.761  -2.211  -0.14
H  1.929  -1.426  -0.765  0.20
H  1.830  -0.172  -2.034  -0.18
C  -1.448  -5.040  -3.512  -0.16
Cl  -2.902  -4.035  -3.534  -0.14
Cl  -1.697  -6.498  -2.544  -0.12
H  -1.201  -5.331  -4.536  0.30
H  -0.624  -4.465  -3.083  0.12
C  -3.981  -9.723  -2.254  0.05
Cl  -3.498  -11.408  -2.022  -0.20
Cl  -5.560  -9.408  -1.524  -0.16
H  -3.237  -9.073  -1.787  -0.03
H  -4.035  -9.513  -3.324  0.32
C  -2.920  13.157  0.734  -0.31
Cl  -2.437  11.472  0.966  -0.11
Cl  -4.499  13.473  1.464  -0.16
H  -2.176  13.807  1.201  0.29
H  -2.974  13.368  -0.336  0.25
C  4.584  0.293  6.916  0.35
Cl  4.792  0.951  8.544  -0.18
Cl  4.423  -1.467  6.956  -0.16
H  3.684  0.723  6.471  -0.25
H  5.456  0.557  6.312  0.28
C  1.153  2.317  9.571  0.12
Cl  -0.087  1.073  9.775  -0.17
Cl  0.635  3.547  8.411  -0.14
H  1.340  2.794  10.536  0.31
H  2.070  1.849  9.206  -0.11
C  -4.241  -5.787  0.297  0.18
Cl  -3.991  -6.239  1.988  -0.19
Cl  -4.810  -4.118  0.162  -0.13
H  -3.294  -5.884  -0.241  -0.02
H  -4.986  -6.453  -0.144  0.15
C  5.995  -2.281  -5.400  0.42
Cl  4.755  -3.524  -5.196  -0.17
Cl  5.477  -1.051  -6.559  -0.17
H  6.182  -1.803  -4.435  -0.36
H  6.912  -2.749  -5.764  0.28
C  -3.189  -12.577  -5.446  -0.29
Cl  -3.120  -12.703  -7.208  -0.16
Cl  -2.525  -11.035  -4.892  -0.14
H  -4.231  -12.652  -5.124  0.23
H  -2.608  -13.392  -5.008  0.37
C  9.130  -1.361  -3.630  0.22
Cl  9.613  -3.046  -3.398  -0.14
Cl  7.551  -1.045  -2.900  -0.20
H  9.874  -0.711  -3.163  -0.19
H  9.076  -1.150  -4.701  0.30
C  -1.478  -0.163  5.612  0.35
Cl  -1.117  0.307  7.277  -0.08
Cl  -2.833  0.771  4.966  -0.23
H  -0.596  0.015  4.992  -0.41
H  -1.735  -1.225  5.589  0.33
C  -6.510  -11.430  -8.468  -0.30
Cl  -6.149  -10.959  -6.803  -0.11
Cl  -7.865  -10.496  -9.114  -0.16
H  -5.628  -11.251  -9.088  0.27
H  -6.767  -12.491  -8.490  0.29
C  -4.618  0.410  0.552  0.73
Cl  -3.521  -0.976  0.511  -0.12
Cl  -5.247  0.771  -1.061  -0.20
H  -5.454  0.182  1.217  0.30
H  -4.076  1.282  0.925  -0.62
C  -6.580  -7.651  4.100  0.18
Cl  -7.882  -6.692  4.814  -0.17
Cl  -7.227  -8.947  3.086  -0.15
H  -5.953  -6.999  3.487  -0.12
H  -5.982  -8.092  4.901  0.27
C  12.513  -0.975  -0.880  -0.23
Cl  11.274  -2.219  -0.676  -0.12
Cl  11.995  0.255  -2.039  -0.18
H  12.701  -0.498  0.085  0.27
H  13.431  -1.443  -1.244  0.26
C  -2.130  -10.891  1.289  -0.30
Cl  -1.881  -11.344  2.979  -0.17
Cl  -2.699  -9.223  1.154  -0.04
H  -1.184  -10.989  0.751  0.32
H  -2.875  -11.558  0.848  0.20


Q: Among the records above, which one has the highest LUMO energy?
A: C38H56Cl32F4O5


Q: Look up the LUMO energy of the second one.
A: -2.46 eV


Q: Look up the maximum force of the first one.
A: 0.1144 Eh/bohr


Q: What is the LUMO energy in the first record?
A: -2.60 eV